Below is the molecule C28H31N7O, with properties calculated with wB97M-V/def2-TZVPD.

energy relative to the best compared isomer or geometry (same formula, charge and spin): 0.000 eV
E_tot: -42016.46266 eV
frontier orbital gap: 8.34 eV
structure (SMILES): Cc1ccc([C@@H](/C=C/N2[C@H](Cc3ccccc3)C(=O)N(C)C2(C)C)n2cnc3c(N)ncnc32)cc1
lowest unoccupied orbital energy: 0.50 eV
net charge: 0

Cartesian coordinates (Å):
C: 1.40 -2.42 -4.57
N: 0.77 -1.52 -3.66
C: -0.35 -0.86 -4.04
O: -0.93 -0.93 -5.11
C: -0.84 -0.01 -2.87
C: -2.25 -0.37 -2.39
C: -3.31 -0.13 -3.44
C: -4.20 -1.15 -3.79
C: -5.13 -0.96 -4.82
C: -5.22 0.29 -5.45
C: -4.39 1.34 -5.04
C: -3.45 1.14 -4.02
N: 0.17 -0.34 -1.84
C: 0.11 0.19 -0.58
C: 0.92 -0.06 0.48
C: 0.93 1.00 1.64
C: 1.98 0.51 2.66
C: 2.17 1.22 3.84
C: 3.32 1.07 4.61
C: 4.36 0.22 4.24
C: 5.60 0.11 5.07
C: 4.20 -0.51 3.05
C: 3.01 -0.42 2.33
C: 1.25 -1.25 -2.32
C: 1.29 -2.56 -1.50
C: 2.62 -0.54 -2.41
H: 0.76 -2.54 -5.44
H: 2.35 -2.05 -4.91
H: 1.55 -3.39 -4.12
H: -0.76 1.07 -3.11
H: -2.25 -1.43 -2.11
H: -2.48 0.22 -1.48
H: -4.13 -2.11 -3.28
H: -5.78 -1.78 -5.13
H: -5.95 0.46 -6.25
H: -4.46 2.33 -5.51
H: -2.81 1.95 -3.67
H: -0.67 0.93 -0.44
H: 1.83 -0.62 0.24
H: 1.16 1.90 0.97
H: 1.42 1.93 4.17
H: 3.42 1.62 5.54
H: 6.30 -0.62 4.66
H: 6.12 1.08 5.15
H: 5.34 -0.20 6.09
H: 5.02 -1.16 2.71
H: 2.98 -1.08 1.47
H: 0.32 -3.06 -1.58
H: 2.06 -3.22 -1.91
H: 1.51 -2.39 -0.44
H: 2.57 0.20 -3.23
H: 2.92 -0.01 -1.50
H: 3.41 -1.26 -2.66
N: -3.57 2.28 5.21
C: -2.75 1.34 4.71
N: -2.56 0.08 5.20
C: -1.55 -0.66 4.65
N: -0.67 -0.35 3.63
C: -0.92 0.85 3.16
C: -1.95 1.76 3.61
N: -1.64 3.03 3.19
C: -0.61 2.91 2.38
N: -0.07 1.62 2.33
H: -3.64 3.19 4.74
H: -4.18 1.99 5.98
H: -1.45 -1.64 5.13
H: -0.26 3.76 1.80

***

Below is the molecule C28H31NO6, with properties calculated with wB97M-V/def2-TZVPD.

energy relative to the best compared isomer or geometry (same formula, charge and spin): 0.000 eV
E_tot: -43316.14088 eV
frontier orbital gap: 8.76 eV
structure (SMILES): CCCCc1cc(=O)oc2cc(C)cc(OCC(=O)N3CCC(C(=O)O)(c4ccccc4)CC3)c12
lowest unoccupied orbital energy: 0.11 eV
net charge: 0

Cartesian coordinates (Å):
C: -0.79 -3.20 3.88
H: 0.17 -2.89 3.47
C: -1.88 -3.10 2.82
C: -2.02 -1.68 2.29
H: -1.07 -1.36 1.87
H: -2.26 -1.00 3.11
C: -3.10 -1.57 1.21
C: -3.09 -0.20 0.60
C: -3.80 0.77 1.22
C: -3.87 2.13 0.74
O: -4.44 3.05 1.28
O: -3.24 2.38 -0.46
C: -2.54 1.43 -1.11
C: -1.99 1.83 -2.33
C: -1.26 0.94 -3.09
C: -1.05 -0.34 -2.59
C: -1.55 -0.75 -1.37
C: -2.37 0.12 -0.61
O: -1.25 -1.97 -0.83
C: -0.49 -2.90 -1.57
H: -1.00 -3.18 -2.49
C: 0.93 -2.45 -1.97
O: 1.30 -2.61 -3.12
N: 1.72 -1.92 -1.03
C: 1.42 -1.75 0.37
H: 0.53 -2.31 0.64
C: 1.23 -0.27 0.71
H: 1.13 -0.15 1.79
H: 0.31 0.10 0.24
C: 2.41 0.59 0.23
C: 3.63 0.28 1.09
O: 3.61 -0.32 2.13
O: 4.77 0.75 0.56
H: 5.52 0.55 1.15
C: 2.03 2.06 0.40
C: 1.02 2.60 -0.39
C: 0.61 3.91 -0.22
C: 1.22 4.71 0.73
C: 2.22 4.18 1.53
C: 2.61 2.86 1.37
H: 3.38 2.47 2.01
H: 2.69 4.79 2.28
H: 0.90 5.73 0.86
H: -0.18 4.31 -0.84
H: 0.52 2.00 -1.13
C: 2.75 0.27 -1.24
H: 3.65 0.80 -1.53
C: 2.94 -1.24 -1.43
H: 3.13 -1.48 -2.47
H: 3.77 -1.61 -0.82
H: 1.93 0.59 -1.88
H: 2.27 -2.14 0.95
H: -0.42 -3.78 -0.93
H: -0.46 -1.02 -3.20
C: -0.70 1.34 -4.42
H: 0.15 0.72 -4.68
H: -0.40 2.38 -4.41
H: -1.47 1.21 -5.19
H: -2.16 2.84 -2.65
H: -4.36 0.57 2.11
H: -2.94 -2.34 0.46
H: -4.08 -1.74 1.67
H: -1.64 -3.78 1.99
H: -2.83 -3.43 3.25
H: -0.70 -4.22 4.24
H: -1.02 -2.56 4.73

***

Below is a structure of composition C28H32AsBrN2O2SSeTi, with properties calculated with wB97M-V/def2-TZVPD.

energy relative to the best compared isomer or geometry (same formula, charge and spin): 0.000 eV
E_tot: -266809.38223 eV
frontier orbital gap: 6.84 eV
lowest unoccupied orbital energy: -0.10 eV
net charge: 0

Cartesian coordinates (Å):
Ti: -0.59 -1.15 -1.32
Br: -1.78 -1.07 2.00
C: -2.89 -0.36 0.65
C: -4.21 0.01 0.92
C: -4.97 0.51 -0.11
C: -4.38 0.69 -1.35
C: -3.08 0.30 -1.53
N: -2.37 -0.30 -0.56
C: -2.35 0.46 -2.85
O: -2.80 1.16 -3.73
O: -1.20 -0.17 -2.88
H: -4.59 -0.10 1.93
H: -6.01 0.78 0.07
H: -4.90 1.13 -2.19
S: 2.53 -3.49 -3.93
C: 2.66 -1.82 -4.26
C: 1.67 -1.15 -3.63
N: 0.82 -1.95 -2.88
C: 1.17 -3.20 -2.96
H: 3.43 -1.42 -4.90
H: 1.47 -0.09 -3.68
H: 0.65 -3.98 -2.43
C: -1.73 -2.67 -1.23
H: -2.04 -3.22 -0.34
H: -2.40 -2.86 -2.08
C: -0.48 2.31 0.59
As: 0.49 1.45 -0.85
C: 2.30 1.80 -0.27
C: 0.28 2.80 -2.27
C: 0.69 4.18 -1.89
C: 1.99 4.63 -2.12
C: 2.39 5.91 -1.74
C: 1.48 6.76 -1.12
C: 0.18 6.33 -0.91
C: -0.21 5.06 -1.30
H: -0.06 3.30 0.79
H: -0.40 1.69 1.49
H: -1.53 2.41 0.33
H: 2.34 2.72 0.31
H: 2.94 1.89 -1.15
H: 2.64 0.94 0.31
H: -0.77 2.76 -2.57
H: 0.86 2.42 -3.11
H: 2.70 3.98 -2.61
H: 3.40 6.23 -1.92
H: 1.79 7.75 -0.82
H: -0.54 7.00 -0.45
H: -1.24 4.74 -1.15
C: 0.50 -4.29 5.78
C: 0.64 -3.67 4.42
C: 1.05 -2.35 4.26
C: 1.22 -1.77 3.00
C: 1.66 -0.33 2.95
C: 0.98 -2.54 1.85
Se: 1.44 -1.88 0.12
C: 0.51 -3.86 1.99
C: 0.16 -4.73 0.81
C: 0.35 -4.39 3.27
H: 0.74 -3.58 6.57
H: 1.17 -5.15 5.89
H: -0.52 -4.65 5.95
H: 1.25 -1.75 5.14
H: 1.14 0.25 3.71
H: 1.45 0.11 1.97
H: 2.73 -0.23 3.13
H: -0.14 -4.14 -0.05
H: -0.66 -5.40 1.08
H: 1.01 -5.34 0.51
H: -0.01 -5.41 3.36

***

Below is a structure of composition C28H32BrCsN10O10P2S, with properties calculated with wB97M-V/def2-TZVPD.

energy relative to the best compared isomer or geometry (same formula, charge and spin): 1.042 eV
E_tot: -164942.88210 eV
frontier orbital gap: 5.88 eV
lowest unoccupied orbital energy: 3.67 eV
net charge: -2

Cartesian coordinates (Å):
Cs: -0.15 0.32 -0.77
C: 2.43 1.90 4.85
N: 1.45 1.67 3.80
C: 0.19 1.10 4.23
C: 1.79 1.68 2.46
N: 1.25 1.02 1.52
N: 2.81 2.63 2.16
C: 3.54 2.41 0.96
N: 3.31 3.36 -0.02
N: 4.37 1.44 0.91
H: 2.10 2.70 5.52
H: 3.38 2.18 4.40
H: 2.57 0.99 5.44
H: -0.15 1.63 5.12
H: 0.27 0.03 4.47
H: -0.56 1.23 3.45
H: 0.54 0.35 1.82
H: 2.38 3.55 2.19
H: 2.39 3.80 0.05
H: 3.52 3.06 -0.95
H: 4.78 1.35 -0.01
N: 1.21 -4.74 -2.49
C: 0.19 -3.71 -2.02
C: -1.25 -4.11 -2.32
P: 0.60 -3.38 -0.25
O: -0.51 -4.32 0.47
O: 1.96 -4.01 -0.08
O: 0.39 -1.93 0.08
P: 0.70 -2.17 -2.98
O: 2.01 -1.71 -2.15
O: -0.37 -1.14 -2.92
O: 1.19 -2.76 -4.28
H: 1.94 -4.73 -1.73
H: 1.56 -4.36 -3.40
H: 0.82 -5.67 -2.59
H: -1.52 -5.03 -1.80
H: -1.40 -4.23 -3.40
H: -1.91 -3.31 -1.97
H: -0.36 -4.33 1.45
H: 1.66 -1.58 -1.23
Br: 1.85 -9.04 1.24
C: 0.40 -8.29 2.24
C: -0.47 -7.40 1.63
C: -1.51 -6.85 2.36
C: -1.71 -7.18 3.71
C: -0.80 -8.08 4.30
C: 0.25 -8.63 3.57
N: -2.83 -6.83 4.45
N: -3.60 -5.82 4.25
C: -3.34 -4.58 3.75
C: -4.55 -3.88 3.44
C: -4.61 -2.68 2.82
C: -3.41 -1.94 2.48
O: -3.44 -0.87 1.88
C: -2.12 -2.56 2.94
N: -1.04 -1.79 2.78
C: 0.14 -2.25 3.17
C: 0.28 -3.48 3.82
C: -0.84 -4.25 4.03
C: -2.09 -3.84 3.55
H: -0.32 -7.12 0.59
H: -2.19 -6.16 1.88
H: -0.93 -8.33 5.34
H: 0.93 -9.33 4.03
H: -5.46 -4.42 3.67
H: -5.55 -2.22 2.56
H: 1.01 -1.63 2.97
H: 1.25 -3.80 4.18
H: -0.75 -5.17 4.59
O: -1.10 3.12 -2.77
C: -1.10 3.46 -1.59
N: -0.24 3.01 -0.64
S: -0.48 3.72 0.77
O: -1.00 2.85 1.80
O: 0.67 4.52 1.16
C: -1.81 4.80 0.26
C: -2.57 5.72 0.95
C: -3.62 6.33 0.28
C: -3.90 6.00 -1.05
C: -3.13 5.08 -1.73
C: -2.08 4.48 -1.06
H: -2.34 5.96 1.99
H: -4.24 7.06 0.80
H: -4.74 6.48 -1.54
H: -3.33 4.81 -2.77